[1]
Below is 2 unconnected molecules or ions with the total composition C23H37ClN3O7S2, with properties calculated with ωB97M-V/def2-TZVPD.

Last column: Löwdin charge in e.
Atoms and positions in Å:
1 Cl 2.71457 -2.04127 -2.33247  0.419
2 S 2.05681 -5.10962 -7.48291  0.604
3 S 1.04689 -2.54133 -1.26245  0.308
4 O 0.83026 -3.93297 -1.44361  -0.316
5 O 3.49753 -5.18747 -6.77771  -0.182
6 O 1.61542 -6.42895 -7.73619  -0.208
7 O 1.25051 -4.52203 -6.22209  -0.191
8 O -3.04503 2.81644 -0.04896  0.091
9 O 2.08279 -4.11817 -8.49076  -0.210
10 O 1.24761 -2.15087 0.09140  -0.336
11 N -3.55270 -1.31862 1.49615  0.150
12 N -2.22976 2.97154 -2.38259  0.245
13 N -2.52262 1.67339 0.64123  -0.086
14 C 2.03823 -4.67443 -5.03618  -0.176
15 C 3.78676 3.03985 1.97509  -0.217
16 C 0.73083 2.99145 1.93302  -0.159
17 C 1.61244 2.23924 0.90955  -0.204
18 C -1.75278 2.31348 1.79341  -0.190
19 C -2.17550 -0.21104 -1.06209  -0.152
20 C -2.80311 -1.24500 4.21998  -0.013
21 C 4.74590 0.71582 1.63616  -0.094
22 C -3.69721 1.06539 1.38723  -0.136
23 C -1.56097 0.79084 -0.07229  -0.072
24 C 2.96109 2.92753 0.68932  -0.208
25 C -4.21753 2.26793 2.16491  -0.073
26 C -3.39158 -0.19568 2.18911  -0.246
27 C -0.27243 -1.60689 -2.02227  -0.245
28 C -2.90774 3.09400 2.48538  -0.077
29 C -2.92708 -2.42220 3.53253  -0.037
30 C -0.66887 3.33831 1.37265  -0.114
31 C 4.06472 1.68857 2.62068  -0.252
32 C -2.63489 2.89749 -1.27955  -0.272
33 C -3.03259 -0.09815 3.49796  -0.014
34 C 3.46762 -4.52541 -5.50963  -0.168
35 C -1.43555 -1.54371 -1.01939  -0.211
36 C -3.28992 -2.39997 2.22056  -0.110
37 H 0.66686 2.45225 2.87393  0.117
38 H 1.78358 1.21475 1.23821  0.100
39 H -1.11340 -1.76331 -0.00654  0.092
40 H -2.54490 -1.24646 5.26294  0.124
41 H -1.22802 1.62613 2.43684  0.144
42 H -4.62077 2.01816 3.13854  0.119
43 H 4.73771 1.82456 3.46268  0.104
44 H 3.50832 2.44213 -0.11051  0.106
45 H 3.16366 1.21730 3.00761  0.093
46 H -2.06913 0.22073 -2.05516  0.110
47 H -3.00779 4.12955 2.20423  0.118
48 H -2.14814 -2.31497 -1.28442  0.127
49 H 1.12399 2.19373 -0.06418  0.091
50 H -2.69096 3.05793 3.54827  0.122
51 H -0.54895 3.42066 0.29429  0.110
52 H 3.30761 3.73818 2.65465  0.101
53 H -0.90617 4.33794 1.70585  0.117
54 H 1.76199 -3.92608 -4.30011  0.082
55 H 3.73077 -3.47595 -5.66286  0.132
56 H -3.37794 -3.34617 1.70658  0.123
57 H -1.12079 0.18568 0.71401  0.145
58 H 0.08247 -0.62275 -2.29909  0.100
59 H -5.00239 2.83838 1.69154  0.124
60 H -0.58157 -2.16240 -2.89714  0.113
61 H 2.74516 3.93312 0.32593  0.116
62 H 1.85532 -5.67033 -4.62711  0.140
63 H -2.76563 -3.36410 4.02459  0.121
64 H 4.04049 0.05434 1.14374  0.063
65 H -3.23540 -0.35210 -0.90418  0.108
66 H 5.28539 1.28239 0.88257  0.072
67 H -0.73624 1.34061 -0.50190  0.120
68 H 4.74590 3.46679 1.69085  0.115
69 H 1.22197 3.94271 2.09463  0.105
70 H -2.95619 0.86190 3.97325  0.113
71 H 5.47711 0.11874 2.17045  0.071
72 H 4.18187 -4.98211 -4.82990  0.137
73 H -4.39795 0.75051 0.62170  0.158

Results
- HOMO (eV) = -12.583
- total charge = +1

[2]
Below is 2 unconnected molecules or ions with the total composition C9H22OSi, with properties calculated with ωB97M-V/def2-TZVPD.

Last column: natural (NBO) charge in e.
Atoms and positions in Å:
1 Si -2.05568 0.58242 -0.02910  1.295
2 O -3.04335 -0.59932 -0.58277  -0.915
3 C 1.83785 -2.29331 -1.10023  -0.588
4 C 1.30064 2.48910 -0.70756  -0.592
5 C 1.46947 -0.01255 -0.54000  -0.077
6 C 1.90597 1.28274 -0.07094  -0.293
7 C -3.72173 -0.77359 -1.79606  -0.238
8 C 0.65740 -1.76194 0.93016  -0.579
9 C -2.51904 0.48891 1.81484  -1.131
10 C 1.80448 1.40159 1.55292  -0.611
11 C 1.69343 -1.29044 -0.02393  -0.317
12 H 1.97055 2.52351 1.77354  0.207
13 H 1.12168 0.08634 -1.58264  0.181
14 H -2.61321 1.51110 2.43356  0.241
15 H 3.01149 1.43304 -0.15295  0.200
16 H 1.03524 -2.38659 -1.77725  0.206
17 H 1.16856 2.41111 -1.74541  0.210
18 H -1.73166 -0.03675 2.30322  0.237
19 H 2.03883 3.22510 -0.50950  0.206
20 H 0.74194 1.07342 1.95689  0.199
21 H 0.34600 2.84011 -0.20921  0.203
22 H 0.83643 -2.65137 1.37546  0.203
23 H 2.18032 -3.31561 -0.75679  0.206
24 H -2.30327 1.57253 -1.04184  -0.243
25 H -4.04988 0.14766 -2.25174  0.169
26 H 2.56125 0.86428 2.10667  0.209
27 H 2.65516 -2.04653 -1.73828  0.204
28 H -0.41275 -1.94349 0.48893  0.204
29 H 2.74967 -1.30416 0.50685  0.195
30 H -4.59826 -1.49606 -1.62904  0.187
31 H 0.50680 -0.94439 1.64974  0.205
32 H -3.46230 -0.01664 1.95838  0.247
33 H -3.08203 -1.06023 -2.60591  0.171

Results
- energy relative to the best compared isomer or geometry (same formula, charge and spin) (kJ/mol) = 305.71
- HOMO (spin up / spin down) (eV) = -7.193 / -6.782
- total charge = 0

[3]
Below is 8 unconnected molecules or ions with the total composition C51H114N10O8, with properties calculated with ωB97M-V/def2-TZVPD.

Last column: Löwdin charge in e.
Atoms and positions in Å:
1 O 4.58539 -0.32474 -5.71839  -0.017
2 O 11.07988 2.71154 -1.59025  -0.046
3 O 10.89999 0.84489 0.52320  -0.027
4 O 10.59461 -3.91255 -10.50126  -0.017
5 O 12.39722 1.68062 -6.77632  -0.003
6 O 14.36545 -4.66477 -9.69342  0.018
7 O 11.03934 -1.25537 -5.73974  -0.223
8 O 9.18200 7.89155 -7.37140  -0.011
9 N 3.67278 -1.00259 -4.85771  -0.104
10 N 13.30341 0.27631 -5.28121  0.149
11 N 10.36454 -0.39306 0.11408  -0.097
12 N 14.32391 -2.69310 -10.86090  0.164
13 N 13.20217 -2.90021 -8.89214  0.154
14 N 11.67429 3.97732 -1.73863  -0.107
15 N 14.65786 1.78309 -6.33882  0.170
16 N 10.57478 1.23201 -4.06785  0.062
17 N 9.18682 6.48150 -7.49482  -0.110
18 N 9.73073 -4.33673 -9.45323  -0.090
19 C 9.14362 -0.70846 0.84983  -0.505
20 C 13.40848 1.28312 -6.17460  -0.677
21 C 9.89938 -5.75029 -9.12706  -0.504
22 C 8.55501 4.47493 -8.80004  -0.125
23 C 2.61975 1.08979 -3.98032  -0.016
24 C 9.13417 -5.96275 -7.81451  -0.167
25 C 13.04507 6.45424 -0.89275  -0.165
26 C 8.10430 0.38243 0.63190  -0.040
27 C 11.04195 -2.60426 -5.27489  -0.057
28 C 11.53755 6.39083 -1.17596  -0.146
29 C 11.36620 -1.39959 -0.24951  -0.503
30 C 10.73320 6.13438 -5.53635  -0.013
31 C 12.24517 -1.90143 0.92220  -0.016
32 C 8.41130 -3.67872 -9.53604  -0.508
33 C 13.71938 3.26118 -0.46228  -0.012
34 C 7.63044 -4.02779 -10.78937  -0.033
35 C 9.43270 -6.70133 -10.23412  -0.024
36 C 9.81545 -0.58352 -5.57202  -0.194
37 C 10.84305 4.70477 0.45906  -0.026
38 C 13.75753 5.38784 -1.77697  -0.129
39 C 9.55841 -3.13138 0.04851  -0.180
40 C 9.45289 4.27512 -6.47706  -0.139
41 C 8.72004 6.69554 -9.87765  -0.037
42 C 8.51205 -2.03292 0.24033  -0.126
43 C 14.00172 -3.49432 -9.81594  -0.687
44 C 10.90484 4.99871 -1.05273  -0.506
45 C 3.32415 -0.22839 -3.65381  -0.496
46 C 2.39432 -1.11312 -2.78627  -0.154
47 C 8.31725 5.98367 -8.57087  -0.516
48 C 13.15009 3.97290 -1.71373  -0.472
49 C 12.19775 -0.76566 -1.36383  -0.027
50 C 7.65553 -4.06546 -8.23208  -0.130
51 C 4.62375 -0.02128 -2.86410  -0.035
52 C 13.55443 3.25092 -3.02530  -0.038
53 C 1.98494 -2.75560 -4.63182  -0.118
54 C 9.34674 -0.84939 2.37245  -0.029
55 C 8.24664 0.91690 -4.22964  -0.041
56 C 6.85880 6.30972 -8.28082  -0.034
57 C 9.39520 5.79715 -6.22670  -0.488
58 C 8.62330 -2.17059 -9.48817  -0.041
59 C 2.86222 -1.94718 -5.60722  -0.526
60 C 1.99929 -1.30583 -6.69371  -0.033
61 C 1.33675 -1.84753 -3.55319  -0.182
62 C 10.65852 -2.61019 -0.86120  -0.143
63 C 9.49441 5.04402 -1.67263  -0.019
64 C 9.57353 0.18104 -4.27449  -0.404
65 C 8.47138 3.69360 -7.48575  -0.184
66 C 8.20979 6.07100 -5.25158  -0.018
67 C 11.33114 -6.20263 -8.76244  -0.039
68 C 7.69081 -5.56612 -7.89188  -0.171
69 C 3.79469 -2.96028 -6.30654  -0.046
70 H 8.97909 -3.96541 -0.35207  0.113
71 H 9.70553 0.21585 -6.31735  0.128
72 H 2.55967 -3.58690 -4.21974  0.116
73 H 9.51904 0.14666 2.78862  0.082
74 H 13.07228 -2.54220 0.61793  0.085
75 H 14.99960 -2.96701 -11.54633  0.110
76 H 2.60088 -0.65893 -7.33307  0.083
77 H 6.46186 6.07740 -7.29378  0.067
78 H 8.04913 6.34981 -10.66606  0.086
79 H 1.69500 0.83156 -4.49965  0.070
80 H 1.23877 -0.62986 -6.28932  0.072
81 H 13.21509 6.23806 0.16383  0.098
82 H 8.99943 -1.26372 -5.84698  0.125
83 H 10.86280 2.52403 -2.52333  0.066
84 H 9.06271 6.02787 -1.49343  0.087
85 H 2.29365 1.51098 -3.02648  0.083
86 H 10.47470 3.69947 0.69470  0.074
87 H 8.26404 8.06578 -7.10536  0.080
88 H 13.86576 3.91944 0.39172  0.074
89 H 3.21210 -3.77020 -6.74414  0.087
90 H 8.42916 5.71539 -4.24531  0.054
91 H 1.43749 -2.04951 -7.25947  0.084
92 H 13.41558 7.45141 -1.12421  0.109
93 H 7.36979 0.29825 -4.45528  0.056
94 H 4.56814 -3.34387 -5.63517  0.085
95 H 0.62730 -2.32264 -2.87057  0.111
96 H 9.59730 -0.52120 -3.43158  0.126
97 H 8.22307 1.62756 -5.06125  0.072
98 H 7.68855 -2.32192 0.89296  0.115
99 H 8.41646 1.36625 0.98876  0.077
100 H 11.76568 -5.61952 -7.94216  0.074
101 H 1.94193 -0.53733 -1.97284  0.122
102 H 11.55058 5.73895 -6.12999  0.085
103 H 10.91376 -2.68957 -4.19297  0.078
104 H 12.10033 -6.01751 -9.51906  0.072
105 H 11.38512 -3.68830 -9.99552  0.055
106 H 9.74475 6.50958 -10.20124  0.086
107 H 9.29522 -6.95784 -7.38612  0.122
108 H 9.50371 4.73813 -2.71780  0.059
109 H 10.71096 7.23205 -5.55934  0.081
110 H 15.37568 1.29306 -5.84548  0.093
111 H 14.70515 2.89878 -0.76356  0.085
112 H 7.20192 -5.71784 -6.92807  0.112
113 H 7.03399 -4.92072 -10.59476  0.071
114 H 10.97418 7.16612 -0.65621  0.120
115 H 7.01424 -3.21478 -11.17968  0.084
116 H 8.23971 -4.22972 -11.67381  0.089
117 H 14.13446 -0.14846 -4.90654  0.102
118 H 11.63046 -2.44569 1.63353  0.055
119 H 13.07523 2.42278 -0.20082  0.064
120 H 11.61080 -0.33759 -2.17259  0.062
121 H 10.26815 -2.53450 -1.87766  0.102
122 H 6.61245 -3.79395 -8.42354  0.114
123 H 0.63937 -1.14936 -4.03282  0.104
124 H 5.38483 0.39735 -3.52648  0.049
125 H 4.38996 -2.50108 -7.09955  0.071
126 H 9.27764 3.76559 -5.52618  0.103
127 H 14.83017 2.52474 -6.99054  0.110
128 H 12.89054 -1.48298 -1.81466  0.089
129 H 8.48887 -6.42197 -10.70363  0.058
130 H 7.11559 -6.06744 -8.67325  0.108
131 H 12.97788 3.63251 -3.87122  0.083
132 H 12.82775 -0.00589 -0.89333  0.079
133 H 11.42257 6.66469 -2.23427  0.109
134 H 7.43060 3.62927 -7.14455  0.108
135 H 9.31245 -1.89363 -8.68945  0.077
136 H 14.77765 5.41941 -1.38454  0.116
137 H 10.71823 5.97626 -4.45962  0.059
138 H 7.24909 0.11984 1.25583  0.088
139 H 10.39561 -3.27056 -5.84414  0.080
140 H 9.13074 -1.83197 -10.39830  0.081
141 H 12.94355 -3.41865 -8.07135  0.097
142 H 12.63405 -1.01874 1.43418  0.088
143 H 9.89609 -3.33347 1.06587  0.102
144 H 6.69998 7.39076 -8.35272  0.082
145 H 8.67030 7.77780 -9.76277  0.076
146 H 7.68017 -1.62952 -9.56410  0.088
147 H 2.94573 -1.86960 -2.21777  0.119
148 H 8.44586 -1.20858 2.87445  0.081
149 H 4.52485 0.57541 -1.95730  0.089
150 H 11.53571 0.91080 -3.95207  0.039
151 H 13.74272 -1.88010 -10.93449  0.096
152 H 8.84242 4.29974 -1.20803  0.081
153 H 9.57038 4.41080 -9.19393  0.121
154 H 7.98670 -3.54491 -7.33157  0.105
155 H 11.79722 4.64244 0.98818  0.069
156 H 10.05221 -6.56519 -11.12710  0.089
157 H 8.11617 -1.73661 -0.73548  0.106
158 H 12.50188 -0.35946 -5.38294  0.068
159 H 12.09918 -2.85321 -5.40032  0.091
160 H 14.60352 3.39943 -3.28564  0.081
161 H 13.84781 5.84681 -2.76392  0.116
162 H 10.73122 1.62525 -5.00473  0.069
163 H 12.93088 -1.93513 -8.94344  0.105
164 H 7.96222 0.49124 -0.44426  0.079
165 H 10.44246 3.96512 -6.82088  0.111
166 H 10.21457 5.40968 1.00736  0.088
167 H 7.80838 4.13046 -9.51500  0.119
168 H 10.19298 -1.45632 2.68861  0.063
169 H 1.18712 -3.23620 -5.20253  0.116
170 H 9.67877 -5.40193 -7.04464  0.105
171 H 9.48420 -7.72720 -9.87600  0.089
172 H 11.38321 -7.25928 -8.51058  0.089
173 H 11.40206 -3.41472 -0.86050  0.119
174 H 6.21662 5.80660 -9.00656  0.090
175 H 7.84878 7.10039 -5.24172  0.079
176 H 5.13805 -0.93327 -2.54512  0.084
177 H 7.32086 5.48917 -5.51050  0.067
178 H 8.00444 1.40247 -3.28791  0.084
179 H 3.20635 1.80382 -4.55192  0.085
180 H 8.62866 2.62613 -7.67445  0.103
181 H 11.12555 1.28155 -0.31489  0.046
182 H 5.38691 -0.82206 -5.51758  0.087
183 H 13.30530 2.18744 -2.98986  0.060

Results
- energy relative to the best compared isomer or geometry (same formula, charge and spin) (kJ/mol) = 0.00
- HOMO (eV) = -7.803
- total charge = 0